(a)
Entry from OMol25: 3 unconnected molecules or ions with the total composition C5H12O3 (wB97M-V/def2-TZVPD).

```
20
Properties=species:S:1:pos:R:3:nbo_charge:R:1
C -1.78 -1.48 -0.08 -0.371
C -0.83 -0.57 -0.07 -0.246
C 0.58 -1.01 0.13 0.257
O 1.40 -0.54 1.11 -0.674
C 1.14 -1.77 -0.84 -0.267
C 2.61 -2.04 -0.87 -0.649
H -1.69 -2.54 0.16 0.209
H -2.76 -1.20 -0.42 0.192
H -0.84 0.49 -0.17 0.211
H 0.84 -0.02 1.70 0.480
H 0.45 -2.32 -1.48 0.210
H 2.92 -2.60 0.02 0.218
H 2.86 -2.69 -1.72 0.211
H 3.19 -1.13 -0.94 0.219
O 0.12 4.44 -2.61 -0.942
H 1.07 4.53 -2.74 0.472
H -0.03 3.73 -1.98 0.471
O -2.84 2.30 3.29 -0.941
H -3.22 2.96 3.89 0.472
H -3.17 1.45 3.59 0.470
```

Properties
- Gap between HOMO and LUMO: 8.775 eV
- LUMO level: 0.018 Ha

***

(b)
Entry from OMol25: 3 unconnected molecules or ions with the total composition C5H12O3 (wB97M-V/def2-TZVPD).

```
20
Properties=species:S:1:pos:R:3:nbo_charge:R:1
C -1.46 -1.99 2.12 -0.359
C -0.78 -2.00 0.99 -0.228
C -0.94 -0.97 -0.03 -0.213
C -0.20 -0.88 -1.14 -0.198
C -0.31 0.29 -2.06 -0.097
O 0.95 0.94 -2.21 -0.729
H -2.28 -1.32 2.33 0.189
H -1.36 -2.65 2.97 0.201
H -0.05 -2.80 0.81 0.203
H -1.59 -0.16 0.25 0.196
H 0.67 -1.53 -1.23 0.193
H -1.11 0.99 -1.81 0.167
H -0.47 -0.09 -3.08 0.190
H 1.36 1.13 -1.36 0.480
O -1.28 3.26 2.25 -0.935
H -0.43 2.80 2.22 0.470
H -1.72 3.01 1.42 0.467
O 3.19 0.18 -0.13 -0.940
H 2.89 -0.44 0.56 0.471
H 3.01 -0.31 -0.94 0.473
```

Properties
- Gap between HOMO and LUMO: 9.624 eV
- LUMO level: 0.017 Ha

***

(c)
Entry from OMol25: 2 unconnected molecules or ions with the total composition C5H12O3 (wB97M-V/def2-TZVPD).

```
20
Properties=species:S:1:pos:R:3:nbo_charge:R:1
C -1.81 -0.63 -0.85 -0.640
C -1.10 0.53 -1.51 -0.406
C 0.38 0.18 -1.82 -0.384
C 1.15 -0.24 -0.55 -0.526
C 0.86 0.63 0.64 0.824
O 0.44 0.28 1.71 -0.617
O 1.16 1.92 0.35 -0.692
H -2.86 -0.39 -0.64 0.213
H -1.53 -0.73 0.21 0.234
H -1.76 -1.57 -1.38 0.208
H -0.95 1.35 -0.79 0.188
H -1.73 0.96 -2.29 0.214
H 0.88 0.97 -2.35 0.214
H 0.33 -0.74 -2.42 0.206
H 0.83 -1.24 -0.28 0.239
H 2.23 -0.22 -0.70 0.244
H 0.93 2.48 1.08 0.493
O -0.85 -2.29 1.70 -0.970
H -0.29 -1.48 1.83 0.492
H -1.09 -2.53 2.60 0.467
```

Properties
- Gap between HOMO and LUMO: 11.427 eV
- LUMO level: 0.025 Ha

***

(d)
Entry from OMol25: C5H12O3 in the gas phase (wB97M-V/def2-TZVPD).

```
20
Properties=species:S:1:pos:R:3:nbo_charge:R:1
C 1.04 2.02 -0.25 -0.275
O 0.81 1.04 0.73 -0.537
C -0.13 0.13 0.29 0.782
C -0.33 -0.75 1.54 -0.681
O -1.27 0.82 -0.06 -0.537
C -2.25 0.01 -0.63 -0.261
O 0.32 -0.63 -0.79 -0.568
C 1.53 -1.33 -0.62 -0.260
H 1.34 1.59 -1.21 0.174
H 0.09 2.53 -0.49 0.193
H 1.80 2.71 0.08 0.192
H -0.76 -1.72 1.29 0.210
H -0.87 -0.21 2.33 0.234
H 0.65 -1.01 1.94 0.225
H -1.86 -0.55 -1.48 0.189
H -3.11 0.64 -0.97 0.197
H -2.57 -0.79 0.09 0.165
H 2.23 -0.79 0.03 0.189
H 2.03 -1.41 -1.62 0.195
H 1.30 -2.29 -0.20 0.175
```

Properties
- Gap between HOMO and LUMO: 11.010 eV
- LUMO level: 0.035 Ha

***

Which of them is the least stable? Correct choice: (a).